Density functional theory data (ωB97M-V/def2-TZVPD) for an isolated molecule of C2HFO2S.

```
7
Properties=species:S:1:pos:R:3
C -1.186 1.329 1.133
C -0.530 0.717 0.354
S 0.780 -0.763 -0.619
O 1.287 -1.814 0.203
O 1.665 0.015 -1.404
F -0.395 -1.406 -1.552
H -1.620 1.922 1.883
```

As for the SMILES: C#CS(=O)(=O)F. Its molar mass is 108.09 g/mol. As for the spin multiplicity: 1. As for the energy relative to the best compared isomer or geometry (same formula, charge and spin): 32.2 kcal per mole.



Density functional theory data (ωB97M-V/def2-TZVPD) for a cluster of 2 separate species, C2HI2N3 in total.

```
8
Properties=species:S:1:pos:R:3
C -1.403 -3.078 -1.720
C 0.025 -2.100 -0.113
N -2.078 -3.386 -2.605
N -0.552 -2.983 -0.741
N 0.890 -0.234 -1.134
I 0.836 -2.217 1.718
I -0.552 0.991 -1.710
H 1.183 -0.829 -1.833
```

Its molar mass is 320.86 g/mol. As for the spin multiplicity: 1. As for the energy relative to the best compared isomer or geometry (same formula, charge and spin): 79.4 kcal per mole.



Density functional theory data (ωB97M-V/def2-TZVPD) for a structure of composition C2HI2N3.

```
8
Properties=species:S:1:pos:R:3
C 0.239 1.254 -1.879
C 1.433 -0.390 -0.631
N -0.240 1.964 -2.651
N 0.610 0.487 -0.842
N -1.064 -1.163 1.701
I 2.053 -1.317 1.009
I -1.064 0.741 1.418
H -1.966 -1.576 1.875
```

Its molar mass is 320.86 g/mol. As for the spin multiplicity: 1. As for the energy relative to the best compared isomer or geometry (same formula, charge and spin): 96.2 kcal per mole.



Density functional theory data (ωB97M-V/def2-TZVPD) for a cluster of 2 separate species, C2HI2N3 in total.

```
8
Properties=species:S:1:pos:R:3
C -0.095 1.927 0.135
C 1.186 0.025 0.149
N -0.572 2.944 -0.124
N 0.924 1.185 0.420
N -0.991 -1.790 -0.647
I 2.633 -1.336 -0.054
I -2.384 -0.566 -0.007
H -0.700 -2.391 0.128
```

Its molar mass is 320.86 g/mol. As for the spin multiplicity: 1. As for the energy relative to the best compared isomer or geometry (same formula, charge and spin): 95.3 kcal per mole.



Density functional theory data (ωB97M-V/def2-TZVPD) for an isolated molecule of C2HIN2O2.

```
8
Properties=species:S:1:pos:R:3
N -0.252 -2.510 0.403
C -0.178 -1.387 0.579
C 0.081 0.284 0.486
I 2.194 0.704 0.868
N -0.334 0.664 -0.882
O -1.551 0.543 -1.044
O 0.497 1.078 -1.693
H -0.457 0.625 1.283
```

As for the SMILES: N#C[C@@H](I)[N+](=O)[O-]. Its molar mass is 211.95 g/mol. As for the spin multiplicity: 1. As for the energy relative to the best compared isomer or geometry (same formula, charge and spin): 57.0 kcal per mole.



Density functional theory data (ωB97M-V/def2-TZVPD) for a structure of composition C2HLiO2Sc.

```
7
Properties=species:S:1:pos:R:3
O -0.189 -0.053 1.420
C -0.944 0.523 0.691
Sc 2.070 0.404 1.316
Li 1.032 -1.636 -0.054
H -1.320 1.504 0.480
C -0.318 -0.419 -1.357
O -0.331 -0.324 -2.497
```

Its molar mass is 108.92 g/mol. As for the spin multiplicity: 1. The total charge is +3. As for the energy relative to the best compared isomer or geometry (same formula, charge and spin): 45.2 kcal per mole.



Density functional theory data (ωB97M-V/def2-TZVPD) for the ion C2HN2O3S2 with charge -1.

```
10
Properties=species:S:1:pos:R:3
O -0.632 1.709 1.238
S -1.303 0.517 0.905
O -2.169 0.664 -0.259
O -1.967 -0.163 2.002
C 0.189 -0.413 0.290
C 0.560 -0.010 -1.460
S 2.095 -0.588 -1.602
N 2.267 -1.201 0.062
N 1.226 -0.993 0.805
H -0.268 0.478 -1.982
```

As for the SMILES: O=S(=O)([O-])c1csnn1. Its molar mass is 165.18 g/mol. As for the spin multiplicity: 1. The total charge is -1. As for the energy relative to the best compared isomer or geometry (same formula, charge and spin): 33.6 kcal per mole.



Density functional theory data (ωB97M-V/def2-TZVPD) for a structure of composition C2HN2S3.

```
8
Properties=species:S:1:pos:R:3
C 1.411 -0.090 -0.278
C -1.377 0.209 0.226
N 0.775 0.047 0.914
N -0.389 0.113 1.251
S -1.633 1.407 -0.895
S -2.138 -1.285 0.662
S 0.964 -0.862 -1.669
H 2.388 0.461 -0.210
```

Its molar mass is 149.25 g/mol. As for the spin multiplicity: 1. The total charge is -1. As for the energy relative to the best compared isomer or geometry (same formula, charge and spin): 56.6 kcal per mole.